Record 1
18
Properties=species:S:1:pos:R:3:forces:R:3:nbo_charge:R:1 method="wB97M-V/def2-TZVPD" homo_lumo_gap_ev=10.228 de_lowest_kcal_mol=182.7 smiles="O/N=C/C1=CCOCC1" total_energy_ha=-438.98519
O -0.485546 1.507072 3.323048 -1.7853 -0.4993 3.1941 -0.55
N -0.580487 0.726544 2.228641 -2.4602 -1.9202 1.3524 -0.11
C 0.166704 1.050219 1.320839 -5.1222 -8.1656 -4.5675 0.03
C 0.120005 0.210858 0.018882 -0.3134 1.4049 1.4668 0.00
C -0.600696 0.613632 -1.031845 4.4531 -4.4584 1.5024 -0.22
C -0.579903 -0.097326 -2.284959 -0.9996 -1.2913 -2.8675 -0.11
O -0.143927 -1.480137 -2.146634 -0.4406 2.7956 -1.4632 -0.49
C 1.042865 -1.377350 -1.531993 3.8335 -5.1934 4.2711 -0.08
C 0.980283 -0.991295 -0.047980 -18.0284 -5.3813 -4.4031 -0.34
H -1.150943 1.049603 3.972148 1.9431 1.4693 -1.7253 0.48
H 0.757616 1.733310 1.364277 7.0984 8.3302 0.6554 0.15
H -1.148885 1.394887 -0.988550 -3.6515 5.4356 0.3598 0.20
H -1.615470 -0.274209 -2.586058 -0.0167 0.5797 -0.4760 0.21
H -0.005647 0.480197 -3.140513 -0.9408 -1.2255 1.5352 0.19
H 1.387712 -2.542199 -1.379738 -0.0355 2.7784 -1.1793 0.18
H 1.909712 -0.715254 -1.728350 -0.6449 -0.1722 -2.1825 0.17
H 1.772995 -0.865878 0.233897 15.4641 2.2337 5.9665 0.14
H 0.416571 -2.014178 0.583434 1.6469 3.2799 -1.4393 0.17



Record 2
12
Properties=species:S:1:pos:R:3:forces:R:3:nbo_charge:R:1 method="wB97M-V/def2-TZVPD" homo_lumo_gap_ev=9.604 de_lowest_kcal_mol=8.4 smiles=CSC.O total_energy_ha=-554.40451
C -0.397567 0.420796 1.572965 0.1410 -0.8207 -0.1404 -0.74
S 0.952918 -0.472322 0.755140 -0.0221 -0.4946 0.0257 0.16
C 1.163511 0.559917 -0.697590 0.7902 1.7136 0.6072 -0.76
H -1.195683 0.590385 0.862268 0.0300 0.5273 -0.2140 0.23
H 0.045862 1.280882 2.046829 -0.3803 0.5021 0.0510 0.22
H -0.846510 -0.231967 2.315965 0.2763 -0.1091 0.2688 0.23
H 2.124670 1.084965 -0.691834 0.4702 -0.7970 -0.0220 0.22
H 1.023756 0.083683 -1.654300 -0.3979 -0.1211 -0.0813 0.23
H 0.578755 1.466986 -0.533273 -0.8414 -0.4266 -0.4841 0.23
O -1.468942 -1.373079 -1.225585 0.3074 -0.2868 -0.0034 -0.95
H -0.739991 -1.682557 -0.658844 -0.2128 0.2631 0.0027 0.47
H -1.240784 -1.727685 -2.091740 -0.1606 0.0498 -0.0101 0.46



Record 3
116
Properties=species:S:1:pos:R:3:forces:R:3:lowdin_charge:R:1 method="wB97M-V/def2-TZVPD" homo_lumo_gap_ev=9.163 de_lowest_kcal_mol=10.6 smiles=COC[C@H](C)N.COC[C@H](C)N.COC[C@H](C)N.COC[C@H](C)N.COCCNCCOC.COCCNCCOC total_energy_ha=-2041.43197
C -2.491198 3.242154 -3.913375 -0.0216 -0.6976 0.0485 -0.10
O -3.183165 3.703130 -2.765680 -0.1706 0.6364 -0.1168 -0.21
C -2.880329 5.066491 -2.503763 1.0920 0.0855 0.3043 -0.22
C -3.604038 6.032399 -3.452123 -0.3583 0.5618 1.2794 -0.44
C -3.444616 7.477856 -2.940282 1.1795 -0.6998 -0.4486 -0.07
N -5.035901 5.718617 -3.531948 -0.0527 -0.5317 0.4262 0.04
H -1.516130 2.841558 -3.621246 0.0460 -0.0535 -0.0139 0.07
H -2.318238 3.970458 -4.707877 -0.2378 0.3164 0.2180 0.09
H -3.100283 2.443932 -4.337139 0.1411 -0.1229 -0.0293 0.09
H -3.047124 5.331712 -1.454338 -0.9577 -0.4302 -0.0299 0.13
H -1.781908 5.158348 -2.484118 0.0559 0.2796 -0.7436 0.12
H -3.154146 6.020871 -4.444951 -0.1607 -0.2579 -0.1209 0.12
H -4.124264 8.118325 -3.494946 0.1541 0.2486 0.0558 0.08
H -2.390418 7.702881 -3.138983 -0.2062 0.5986 -0.2045 0.08
H -3.524200 7.627401 -1.862570 -0.5626 -0.3187 0.0265 0.08
H -5.482364 6.101419 -2.699811 0.0198 0.2661 -0.1602 0.07
H -5.145648 4.715848 -3.367436 0.0574 0.0550 -0.4379 0.06
C 2.010382 -1.286235 -0.204846 -0.2452 -0.3771 0.8378 -0.13
O 1.315367 -0.946724 -1.375964 -0.1660 0.2127 0.1667 -0.16
C 0.053631 -1.587554 -1.360787 -0.8837 0.0008 -0.5010 -0.21
C -0.606063 -1.426179 -2.726307 1.6423 -1.6670 -1.8744 -0.43
C -0.942242 -0.045061 -3.229130 -0.8213 0.2316 0.0712 -0.05
N -1.659133 -2.415930 -2.966752 -1.3896 0.4507 1.0272 0.06
H 1.448076 -0.974220 0.685343 0.0953 0.3166 -0.0498 0.07
H 3.004514 -0.848467 -0.143695 -0.0580 0.1518 -0.4574 0.09
H 2.084144 -2.376884 -0.091343 0.2124 -0.0104 -0.2138 0.09
H 0.200733 -2.659151 -1.202242 -0.1250 -0.0770 0.0557 0.12
H -0.638772 -1.225176 -0.586890 0.3740 0.2498 0.3559 0.12
H 0.177503 -1.857218 -3.371050 0.2264 0.5488 -0.0759 0.14
H -1.044781 -0.029925 -4.317262 0.2786 -0.1706 -0.0379 0.07
H -0.248069 0.742499 -2.936648 -0.0126 -0.0641 0.1659 0.08
H -1.964275 0.168593 -2.890919 0.2179 0.4566 0.1846 0.06
H -2.534788 -2.019894 -2.610772 0.1130 -0.3141 0.2578 0.05
H -1.892241 -2.550714 -3.951789 0.7354 0.2049 0.1358 0.04
C 0.370922 -2.465901 5.688523 0.7960 -0.3807 -0.1049 -0.10
O -0.651209 -3.226655 5.095223 -1.0473 0.8537 0.0261 -0.18
C -0.255919 -4.282949 4.291118 1.0732 -0.4405 -1.0633 -0.23
C 0.605209 -3.908224 3.057182 -0.4846 1.5314 -0.7813 -0.44
C -0.249828 -3.028749 2.127384 -1.0937 -0.3844 -0.5597 -0.05
N 1.122262 -5.061474 2.330038 0.3453 -0.2541 0.7682 0.03
H 0.962095 -3.163851 6.292560 0.2851 0.4021 0.2095 0.09
H -0.015750 -1.646282 6.290191 -0.5312 -0.3978 0.1819 0.09
H 1.028066 -1.955565 4.973427 -0.0031 -0.3392 -0.1905 0.08
H 0.255254 -5.080569 4.848954 0.1101 0.1133 0.2492 0.12
H -1.136274 -4.736184 3.828598 -0.3254 0.0698 0.4173 0.13
H 1.464368 -3.263711 3.263919 0.1241 -0.4082 0.6558 0.11
H -0.987241 -2.420208 2.656526 0.1403 -0.0981 0.2859 0.08
H -0.828422 -3.674949 1.454510 -0.1115 -0.1334 0.1815 0.08
H 0.228675 -2.349188 1.428387 0.6462 -0.1701 0.3404 0.02
H 0.408823 -5.781559 2.229021 -0.0930 0.1839 -0.1103 0.07
H 1.811023 -5.468529 2.963464 0.0581 -0.2219 -0.4009 0.07
C -0.751145 -2.706870 -6.542692 1.2798 -0.9193 0.0273 -0.12
O -1.965577 -2.516421 -5.875315 -0.2628 -0.1152 -1.0409 -0.22
C -2.798910 -1.588609 -6.537605 0.5132 1.7323 -0.0411 -0.23
C -4.119414 -1.507513 -5.813593 -1.3049 -1.7692 -1.0991 -0.41
C -4.756494 -2.924960 -5.813652 0.1244 0.2397 0.2620 -0.06
N -5.039761 -0.589458 -6.509942 0.1826 0.9159 0.7454 0.03
H -0.182845 -3.488931 -6.029759 -0.1239 0.2883 0.4784 0.09
H -0.127282 -1.809210 -6.573730 -0.1647 0.1729 0.0093 0.09
H -0.789380 -3.142518 -7.549421 -0.7635 0.4557 -0.1727 0.09
H -2.311814 -0.598418 -6.603264 0.0657 0.0239 0.6769 0.12
H -2.939093 -1.727336 -7.618704 -0.2707 -1.0509 0.1352 0.13
H -4.057907 -1.211912 -4.765795 0.5174 0.2104 -0.0796 0.13
H -4.764289 -3.425375 -6.785106 0.0466 0.4487 -0.2509 0.08
H -5.790648 -2.745348 -5.518950 -0.0392 -0.5673 0.2960 0.07
H -4.231551 -3.629690 -5.166400 -0.2231 0.1846 0.2809 0.07
H -5.490640 -0.043391 -5.781838 0.1033 0.3017 -0.2741 0.07
H -5.824816 -1.027982 -6.972812 0.3142 -0.5180 -0.1695 0.06
C -6.481411 -1.674833 -0.047796 -0.7257 -1.7322 0.8787 -0.15
O -5.617150 -0.617532 0.190427 0.3923 0.2019 -1.3617 -0.17
C -4.289426 -0.888620 -0.262611 0.5292 0.3721 1.4211 -0.21
C -3.528899 0.417121 -0.425013 -0.0386 -0.6013 -0.6182 -0.22
N -3.163460 0.994444 0.855179 0.2717 -0.4030 -0.9075 -0.05
C -2.727800 2.387324 0.747340 -0.8624 -0.9359 0.7197 -0.19
C -1.387075 2.503720 0.056278 0.5165 0.5960 -0.0088 -0.22
O -0.824520 3.733565 0.497789 -0.0104 -0.0069 -0.0820 -0.20
C 0.388945 4.052482 -0.133863 -0.5339 0.4626 -0.7473 -0.12
H -6.537814 -2.132078 -1.048253 0.2268 0.9519 -0.3529 0.09
H -7.481426 -1.384945 0.279012 0.0757 0.0885 -0.1788 0.09
H -6.215196 -2.576400 0.542946 0.0705 0.3817 0.2557 0.09
H -4.190174 -1.528218 -1.141790 -0.6246 0.1561 -0.2667 0.11
H -3.816331 -1.435715 0.563131 0.2655 -0.2140 -0.1467 0.13
H -4.097308 1.074609 -1.100750 -0.2551 0.2608 0.3027 0.13
H -2.639909 0.185807 -1.022336 0.2050 -0.0018 0.3584 0.08
H -3.899971 0.810748 1.519458 -0.0968 0.5121 0.1021 0.11
H -2.674656 2.723023 1.783894 0.4365 0.3564 -0.1394 0.12
H -3.498722 2.988916 0.252093 0.1829 0.2093 -0.2131 0.12
H -1.445892 2.535700 -1.037849 -0.3721 -0.0602 -0.0636 0.10
H -0.703623 1.679165 0.290901 -0.1796 -0.1687 0.3053 0.13
H 0.606586 5.086434 0.127346 0.4918 -0.2153 0.5390 0.09
H 0.293546 4.119841 -1.229371 -0.2455 -0.3991 -0.0610 0.08
H 1.170357 3.320495 0.070776 0.2345 0.1673 0.3025 0.09
C 11.258086 1.302627 7.260120 -0.4048 0.5111 0.8886 -0.11
O 10.062699 0.611944 6.965160 0.2640 0.0157 -0.1700 -0.20
C 8.892312 1.418810 7.028845 0.0543 -0.4505 -0.2678 -0.22
C 7.775194 0.508200 6.573592 -0.1227 -1.0839 -0.0485 -0.22
N 7.960969 0.123910 5.191016 -0.1371 1.0523 -1.2151 -0.07
C 7.068551 -0.868567 4.631301 -0.1130 -0.3500 0.3107 -0.21
C 5.589899 -0.488547 4.615384 0.3044 0.3518 0.4502 -0.23
O 4.804578 -1.631826 4.377299 -0.5472 -0.5730 0.0402 -0.19
C 4.455904 -1.816451 3.018534 -0.0138 0.6791 0.0345 -0.10
H 11.752646 1.785314 6.413518 -0.1731 -0.2607 -0.2889 0.09
H 11.936704 0.621799 7.770571 0.0792 -0.1050 -0.2309 0.09
H 11.018414 2.101470 7.974545 0.2163 0.0173 0.0356 0.08
H 9.008689 2.282630 6.368830 -0.1497 0.0799 -0.0426 0.13
H 8.712394 1.758564 8.053080 0.0666 0.0460 0.0668 0.12
H 6.775979 0.919586 6.722494 0.1895 0.3710 -0.0289 0.11
H 7.812237 -0.408073 7.188974 0.0064 0.1836 0.3631 0.13
H 8.914331 -0.153588 5.014141 0.0951 0.0881 0.2111 0.11
H 7.214884 -1.812110 5.177948 -0.4765 -0.1959 -0.1328 0.12
H 7.273154 -1.047308 3.572584 0.6758 -0.0344 0.1516 0.11
H 5.433213 0.288315 3.858897 -0.1043 -0.0438 -0.0665 0.13
H 5.277699 -0.054136 5.568030 -0.0848 -0.1922 0.0244 0.11
H 3.813263 -0.983471 2.713109 0.1955 0.1438 -0.3053 0.08
H 3.856264 -2.707377 2.842680 0.2371 -0.2820 0.5032 0.08
H 5.362820 -1.863458 2.413555 -0.1055 0.0138 -0.3103 0.09



Record 4
43
Properties=species:S:1:pos:R:3:forces:R:3:nbo_charge:R:1 method="wB97M-V/def2-TZVPD" homo_lumo_gap_ev="5.670 / 5.609" total_charge=-1 spin_multiplicity=3 total_energy_ha=-1171.96971
Au -1.689074 -0.104178 0.115430 -0.3991 1.0064 0.0841 0.66
N -3.189425 -1.976812 0.763910 -0.7084 -1.2906 0.1515 -0.84
C -2.959637 -2.925668 1.858475 -0.1734 0.0698 -0.1241 -0.22
C -2.177098 -4.164074 1.435090 0.0401 -0.0251 -0.1038 -0.39
C -0.655282 -4.141310 1.227934 -0.0788 0.1135 0.0908 -0.39
C -0.018283 -3.268867 0.152811 0.1904 0.1311 -0.0131 -0.22
N 0.089740 -1.855466 0.531350 0.6968 -0.8445 0.3597 -0.85
H -4.007278 -1.422942 0.974661 0.0968 0.3985 0.1424 0.36
H -3.451346 -2.471282 -0.086672 0.2997 0.0030 -0.0848 0.36
H -3.922208 -3.287064 2.249933 0.0984 -0.0754 0.1823 0.15
H -2.454139 -2.398878 2.674196 0.0611 0.0438 -0.0636 0.20
H -2.648352 -4.555990 0.524800 0.0234 -0.0251 0.0019 0.19
H -2.342355 -4.917351 2.213109 -0.0880 -0.0397 -0.0555 0.19
H -0.395105 -5.178035 0.989536 0.1123 0.0139 0.0529 0.20
H -0.161884 -3.914211 2.181482 -0.0385 -0.0086 0.0248 0.18
H -0.578886 -3.339295 -0.783572 -0.0538 0.0928 0.0183 0.20
H 0.985890 -3.676499 -0.035687 -0.0886 -0.1941 -0.0841 0.15
H 0.824469 -1.418497 -0.008216 -0.1408 0.2587 -0.3395 0.37
H 0.427450 -1.777811 1.487604 -0.2624 -0.0106 0.0896 0.35
O -1.879673 -0.781869 -1.840519 -0.0122 0.1312 0.3661 -0.84
C -1.594763 0.577644 2.076622 -0.1462 0.0605 -0.4914 -0.92
H -2.434880 0.644374 2.774798 -0.0129 -0.0394 -0.0135 0.12
H -0.674136 0.912450 2.565956 0.0320 -0.0331 -0.0422 0.12
C -0.348635 1.893619 -2.368245 0.0144 0.2282 -0.0431 -0.94
P 0.327404 1.641571 -0.676399 0.7185 0.0299 0.0484 0.81
C -0.466348 3.064471 0.169162 0.0249 0.1979 -0.0863 -0.96
C 2.007958 2.427566 -0.984916 -0.2298 0.1516 -0.2104 -0.31
C 2.531861 3.504565 -0.266693 0.0344 -0.0386 0.0271 -0.24
C 3.807447 3.997346 -0.521678 0.0303 -0.0402 0.0376 -0.22
C 4.600630 3.423464 -1.503143 -0.0148 -0.0068 0.0007 -0.25
C 4.103735 2.340051 -2.220164 0.0235 -0.0122 0.0092 -0.24
C 2.834577 1.851971 -1.957447 0.0178 -0.0304 0.0361 -0.17
H 0.123528 1.213840 -3.074801 -0.0358 -0.0510 0.0185 0.23
H -0.193186 2.925194 -2.696671 0.0074 0.0078 0.0056 0.19
H -1.410411 1.655839 -2.341647 0.0234 -0.1139 0.0119 0.27
H -0.306888 3.993789 -0.386776 0.0326 -0.0052 0.0029 0.20
H -0.081517 3.179699 1.182718 -0.0425 -0.0582 0.0230 0.22
H -1.529882 2.850273 0.239941 0.0100 -0.0566 0.0308 0.27
H 1.942541 3.970008 0.513483 -0.0317 0.0330 -0.0429 0.21
H 4.182330 4.837236 0.053102 -0.0064 -0.0016 0.0011 0.20
H 5.593558 3.807343 -1.703697 -0.0019 0.0037 -0.0036 0.20
H 4.713747 1.870818 -2.984117 -0.0070 0.0071 -0.0053 0.20
H 2.473806 0.992967 -2.515045 -0.0151 0.0183 -0.0098 0.20



Record 5
31
Properties=species:S:1:pos:R:3:forces:R:3:lowdin_charge:R:1 method="wB97M-V/def2-TZVPD" homo_lumo_gap_ev=6.506 total_charge=+1 total_energy_ha=-2099.95079
C -0.726188 1.574032 2.678560 -0.5186 -0.6305 -0.9829 -0.28
P -2.179496 2.545082 2.156269 -0.6331 2.8596 2.5150 0.89
C -3.684068 1.529472 2.319527 1.0970 -1.4983 -0.9747 -0.27
O -2.003456 3.127908 0.547000 0.7304 -1.2748 -0.2801 -0.38
P -1.763422 2.088088 -0.592799 -1.7038 0.9554 -0.7985 0.30
O -2.258274 0.762429 -0.327238 0.2611 -1.7680 0.7650 -0.19
O -2.458210 2.734576 -1.846029 0.9227 0.4966 -0.0427 -0.04
O -0.178904 2.074005 -1.026930 -0.1462 -0.4482 0.1814 0.00
C 0.592683 1.105895 -0.476609 1.2265 0.6956 0.3887 -0.39
O 1.445219 1.352490 0.314125 0.1222 -0.0619 0.0780 0.21
C 0.445480 -0.362525 -0.929283 0.2410 1.1516 1.6052 -0.42
F -0.172179 -1.001672 0.078089 0.1854 -0.7844 0.3579 0.15
F -0.280531 -0.419617 -1.994175 -0.7368 -0.7070 -2.0311 0.23
C 1.809588 -1.083553 -1.164177 -1.0711 -1.7531 0.8419 -0.36
F 2.541493 -0.515771 -2.041829 0.9841 1.2317 -1.7024 0.26
F 2.612479 -1.144005 0.016491 -0.6638 8.2508 -4.8814 -0.43
C 1.639167 -2.631983 -1.671198 2.9352 -0.5864 2.9421 -0.41
F 1.022759 -2.723274 -2.757587 -1.4661 0.0355 -1.8804 0.28
F 1.040634 -3.468121 -0.677527 -3.2835 0.0144 -4.9165 -0.29
C 3.169678 -3.249993 -1.924441 0.5566 0.0450 -1.2442 -0.35
O 3.501807 -3.288362 -3.058996 -0.2809 -0.0876 0.8092 0.25
O 4.035697 -3.694195 -0.871616 -0.0039 0.7753 -2.6499 -0.20
H -0.677216 0.543011 2.339318 0.1841 -0.1834 -0.2597 0.03
H 0.148449 2.146102 2.416498 0.4107 0.0848 -0.1854 0.03
H -0.758312 1.550295 3.755570 -0.2805 0.1583 0.4680 0.04
H -4.404332 1.721844 1.546106 -0.3630 0.4299 -0.2651 0.04
H -4.117878 1.636782 3.295668 -0.0856 0.5646 0.4392 0.04
H -3.428892 0.479199 2.209903 -0.0512 -0.3241 -0.0959 0.03
H -1.938796 2.490763 -2.620116 -0.3072 0.1791 -0.5456 0.10
H 4.520298 -2.886751 -0.602140 0.5307 -0.6022 -0.4625 0.09
Cs 2.504726 -2.992153 0.909566 1.2074 -7.2184 12.8076 2.04